Record 1
C27H35N2O3 | ωB97M-V with the def2-TZVPD basis set

energy relative to the best compared isomer or geometry (same formula, charge and spin) = 2.1 kcal per mole
charge = +1
multiplicity = 1
SMILES string = COc1ccc(-c2n(C)c3ccccc3[n+]2CC(=O)O[C@@H]2C[C@H](C)CC[C@H]2C(C)C)cc1
lowest unoccupied orbital energy = -2.99 eV

```
67
C27H35N2O3, DFT ωB97M-V with the def2-TZVPD basis set
C -0.2242 2.8840 5.7534
O 0.4452 3.6404 4.7640
C 0.5986 3.1382 3.5359
C 0.1518 1.8817 3.1151
C 0.3624 1.4713 1.8161
C 1.0327 2.2878 0.9021
C 1.2489 1.8320 -0.4578
N 2.4294 1.8329 -1.0993
C 3.7067 2.2280 -0.5675
C 2.2432 1.3122 -2.3641
C 3.1209 1.0898 -3.4168
C 2.5905 0.5306 -4.5626
C 1.2364 0.2022 -4.6639
C 0.3548 0.4238 -3.6244
C 0.8813 0.9873 -2.4702
N 0.2976 1.3361 -1.2683
C -1.1109 1.2116 -1.0141
C -1.5341 -0.2771 -0.9561
O -2.4493 -0.6993 -1.6001
O -0.7387 -0.9343 -0.1376
C -0.8782 -2.3727 0.0278
C -0.6110 -3.0682 -1.3062
C -0.5911 -4.5869 -1.1381
C -0.3147 -5.2695 -2.4736
C -1.9318 -5.0274 -0.5552
C -2.2011 -4.3266 0.7714
C -2.2240 -2.7985 0.6236
C -2.5931 -2.1372 1.9721
C -3.1411 -0.7167 1.8150
C -1.4567 -2.1423 2.9938
C 1.4907 3.5425 1.3272
C 1.2690 3.9599 2.6154
H -0.2203 3.5049 6.6468
H -1.2569 2.6740 5.4626
H 0.3004 1.9475 5.9609
H -0.3565 1.2185 3.7959
H 0.0439 0.4868 1.5097
H 4.4526 1.4784 -0.8318
H 4.0143 3.1887 -0.9842
H 3.6466 2.3087 0.5159
H 4.1659 1.3429 -3.3479
H 3.2381 0.3412 -5.4037
H 0.8716 -0.2352 -5.5793
H -0.6884 0.1655 -3.7043
H -1.6746 1.6841 -1.8237
H -1.3585 1.6987 -0.0685
H -0.0706 -2.6088 0.7281
H -1.3954 -2.8015 -2.0162
H 0.3458 -2.7167 -1.7043
H 0.2052 -4.8542 -0.4340
H -1.0891 -5.0209 -3.1955
H -0.2976 -6.3488 -2.3490
H 0.6458 -4.9560 -2.8762
H -1.9313 -6.1073 -0.4019
H -2.7278 -4.7905 -1.2638
H -3.1633 -4.6557 1.1655
H -1.4307 -4.6146 1.4894
H -3.0071 -2.5424 -0.0967
H -3.4073 -2.7457 2.3807
H -3.8674 -0.6660 1.0073
H -2.3465 -0.0013 1.6143
H -3.6368 -0.4107 2.7337
H -1.0649 -3.1443 3.1441
H -0.6415 -1.4921 2.6829
H -1.8284 -1.7832 3.9508
H 1.9837 4.2023 0.6302
H 1.6024 4.9286 2.9500
```

Record 2
C27H35N2O7 | ωB97M-V with the def2-TZVPD basis set

energy relative to the best compared isomer or geometry (same formula, charge and spin) = 0.0 kcal per mole
charge = +1
multiplicity = 1
SMILES string = CCOC(=O)[C@H](CCc1ccccc1)[NH2+][C@@H](C)C(=O)N1Cc2cc(OC)c(OC)cc2C[C@H]1C(=O)O
lowest unoccupied orbital energy = -1.91 eV

```
71
C27H35N2O7, DFT ωB97M-V with the def2-TZVPD basis set
C 5.4533 4.2911 4.0278
C 5.1058 2.8503 4.3597
O 4.3794 2.2330 3.2753
C 3.0872 2.3800 3.2373
O 2.3818 2.9503 4.0369
C 2.4417 1.6794 2.0235
C 3.1338 1.9913 0.6885
C 3.8040 0.7436 0.0960
C 2.7946 -0.3386 -0.1732
C 1.9600 -0.2585 -1.2831
C 1.0221 -1.2439 -1.5316
C 0.8882 -2.3137 -0.6611
C 1.7055 -2.3988 0.4524
C 2.6561 -1.4184 0.6911
N 1.0224 2.0795 2.0563
C -0.0237 1.0824 1.7393
C -1.0490 1.0456 2.8660
C -0.6419 1.6220 0.4226
O -0.2459 2.7412 0.0763
N -1.5259 0.9133 -0.2508
C -1.9895 -0.4143 0.0971
C -2.3503 -1.2387 -1.1158
C -2.6751 -2.5815 -0.9079
C -3.0116 -3.4077 -1.9616
O -3.3364 -4.7159 -1.8618
C -3.3888 -5.3088 -0.5866
C -3.0250 -2.8764 -3.2785
O -3.3572 -3.7512 -4.2511
C -3.4089 -3.2987 -5.5841
C -2.7130 -1.5441 -3.4668
C -2.3784 -0.7176 -2.3930
C -2.0308 0.7236 -2.6394
C -2.2180 1.5426 -1.3662
C -3.6888 1.7306 -0.9899
O -4.1110 1.6016 0.1268
O -4.4227 2.0907 -2.0299
H 6.0226 4.3422 3.1031
H 6.0534 4.7063 4.8312
H 4.5499 4.8879 3.9256
H 4.4961 2.7966 5.2657
H 6.0030 2.2405 4.4713
H 2.5052 0.6018 2.2170
H 2.3938 2.3655 -0.0211
H 3.8856 2.7685 0.8265
H 4.5694 0.3840 0.7849
H 4.2944 1.0269 -0.8357
H 2.0682 0.5694 -1.9689
H 0.3995 -1.1947 -2.4109
H 0.1584 -3.0817 -0.8648
H 1.6186 -3.2364 1.1282
H 3.3191 -1.5164 1.5405
H 0.8918 2.5225 2.9920
H 0.7930 2.8162 1.2911
H 0.4356 0.1041 1.5754
H -1.8171 0.3038 2.6780
H -0.5631 0.7955 3.8068
H -1.5382 2.0122 2.9656
H -1.2086 -0.9374 0.6529
H -2.8800 -0.3255 0.7328
H -2.6609 -2.9637 0.1006
H -2.4093 -5.2998 -0.0969
H -4.1237 -4.8151 0.0570
H -3.6943 -6.3393 -0.7565
H -3.6977 -4.1656 -6.1749
H -4.1559 -2.5091 -5.7114
H -2.4330 -2.9382 -5.9242
H -2.7262 -1.1156 -4.4558
H -2.6600 1.1394 -3.4266
H -0.9892 0.8086 -2.9631
H -1.7950 2.5455 -1.4988
H -5.3496 2.2357 -1.7770
```

Record 3
C27H35N2OTi | ωB97M-V with the def2-TZVPD basis set

charge = +1
multiplicity = 1
lowest unoccupied orbital energy (alpha / beta) = -3.83 / -3.87 eV

```
66
C27H35N2OTi, DFT ωB97M-V with the def2-TZVPD basis set
C 1.1094 -1.9643 0.5971
C 2.0040 -1.1092 -0.1728
C 1.4494 -0.9982 -1.5006
C 0.2176 -1.7293 -1.5431
C -0.0196 -2.2842 -0.2478
Ti 0.1974 0.0216 0.2847
C -1.7636 1.4922 -0.8779
C -1.7101 0.9911 0.5563
H -1.9019 1.7691 1.3156
C -1.8610 -0.3870 0.9165
H -2.5822 -1.0338 0.3897
H -1.7654 -0.6636 1.9842
C -2.3005 2.9434 -0.8443
H -1.7634 3.5501 -0.0973
H -2.1886 3.4226 -1.8235
H -3.3636 2.9301 -0.5661
C -2.7075 0.6150 -1.6873
H -2.3438 -0.4173 -1.7046
H -3.6935 0.6296 -1.2180
H -2.7998 0.9645 -2.7182
C 3.2907 -0.5261 0.2897
H 3.2793 -0.3226 1.3667
H 4.1234 -1.2126 0.0873
H 3.5059 0.4197 -0.2230
C 2.2105 -0.4861 -2.6640
H 2.6738 0.4822 -2.4406
H 3.0207 -1.1824 -2.9369
H 1.5775 -0.3573 -3.5458
C -0.5369 -2.1042 -2.7638
H -0.5231 -1.3050 -3.5099
H -0.0930 -2.9945 -3.2374
H -1.5821 -2.3493 -2.5379
C -1.0745 -3.2871 0.0768
H -2.0177 -3.0540 -0.4356
H -0.7673 -4.2971 -0.2415
H -1.2731 -3.3208 1.1552
C 1.4627 -2.6871 1.8498
H 0.5679 -2.9235 2.4422
H 1.9727 -3.6403 1.6235
H 2.1429 -2.0914 2.4700
C -0.4020 1.4774 -1.5575
C 0.4314 2.3881 -0.9400
C -0.3935 1.4414 -2.9994
C 0.9342 3.4998 -1.6095
H 0.7879 2.0165 0.0640
C 0.1245 2.5167 -3.6935
H -0.8136 0.5774 -3.5282
C 0.7527 3.5765 -2.9972
H 1.4451 4.3112 -1.0876
H 0.0675 2.5231 -4.7897
H 1.0637 4.4556 -3.5772
N 1.3500 4.1209 6.1377
C 1.3235 2.7539 6.0531
O 1.4689 2.0311 7.0360
C 1.0475 2.2031 4.6917
C 0.7232 2.9983 3.5824
C 0.4360 2.3977 2.3656
N 0.6086 1.0579 2.1633
C 0.7930 0.2657 3.2596
C 1.0638 0.8112 4.5041
H 1.6198 4.5154 7.0225
H 1.4474 4.7189 5.3359
H 0.6537 4.0839 3.6280
H 0.0506 3.0004 1.5365
H 0.6833 -0.8156 3.1430
H 1.2809 0.1355 5.3293
```

Record 4
C27H35N5O6 | ωB97M-V with the def2-TZVPD basis set

energy relative to the best compared isomer or geometry (same formula, charge and spin) = 54.5 kcal per mole
charge = 0
multiplicity = 1
SMILES string = COc1ccc(OC)c(C(=O)N[C@@H](CC(N)=O)c2ccc(N3CCC(N4CCCC4)CC3)c([N+](=O)[O-])c2)c1
lowest unoccupied orbital energy = 0.03 eV

```
73
C27H35N5O6, DFT ωB97M-V with the def2-TZVPD basis set
C -7.8460 -1.5593 2.1383
O -7.2767 -2.5263 1.2875
C -6.1776 -2.1802 0.5648
C -5.6199 -3.1808 -0.2311
C -4.5059 -2.9298 -1.0025
C -3.9185 -1.6677 -1.0253
O -2.8293 -1.3624 -1.7986
C -1.9894 -2.4124 -2.2304
C -4.4642 -0.6587 -0.2187
C -3.8411 0.6857 -0.0348
O -3.9144 1.2458 1.0512
N -3.2678 1.2143 -1.1371
C -2.3288 2.3232 -1.2249
C -2.7355 3.5564 -0.3798
C -1.7712 3.8361 0.7745
N -1.8913 2.9760 1.7931
O -0.9743 4.7525 0.7486
C -0.9103 1.8760 -0.9232
C 0.1567 2.7455 -1.1817
C 1.4526 2.3749 -0.9371
C 1.7874 1.0993 -0.4296
N 3.0819 0.7026 -0.3552
C 4.1595 1.6697 -0.3349
C 5.3784 1.0501 0.3393
C 5.9546 -0.1025 -0.4970
N 6.6293 -1.0499 0.3696
C 7.6595 -0.4642 1.2155
C 8.4785 -1.6677 1.6582
C 8.5749 -2.4703 0.3646
C 7.2292 -2.1955 -0.3202
C 4.7934 -0.7700 -1.2528
C 3.4928 -0.6784 -0.4628
C 0.6957 0.2629 -0.1030
N 0.8270 -0.9414 0.6389
O 0.0078 -1.8285 0.4421
O 1.7112 -1.0141 1.4782
C -0.6193 0.6483 -0.3809
C -5.5784 -0.9304 0.5715
H -7.1349 -1.2277 2.9009
H -8.2059 -0.6921 1.5755
H -8.6891 -2.0518 2.6200
H -6.0732 -4.1591 -0.2239
H -4.0922 -3.7299 -1.5946
H -1.6614 -3.0231 -1.3864
H -2.4760 -3.0366 -2.9855
H -1.1242 -1.9223 -2.6745
H -3.2065 0.5827 -1.9222
H -2.3538 2.6267 -2.2801
H -3.7351 3.4019 0.0217
H -2.7457 4.4433 -1.0131
H -1.3060 3.0812 2.6042
H -2.6122 2.2612 1.7653
H -0.0434 3.7254 -1.5853
H 2.2393 3.0700 -1.1766
H 4.4227 2.0012 -1.3498
H 3.8369 2.5415 0.2396
H 5.0718 0.6584 1.3090
H 6.1306 1.8218 0.5013
H 6.6650 0.3120 -1.2449
H 7.2095 0.0630 2.0569
H 8.2961 0.2443 0.6560
H 9.4497 -1.3902 2.0628
H 7.9243 -2.2286 2.4100
H 8.7381 -3.5318 0.5381
H 9.3954 -2.0927 -0.2474
H 6.5603 -3.0557 -0.2173
H 7.3727 -1.9961 -1.3909
H 5.0145 -1.8184 -1.4377
H 4.6576 -0.2821 -2.2202
H 2.7107 -1.2382 -0.9869
H 3.6278 -1.1353 0.5267
H -1.3988 -0.0488 -0.1151
H -5.9385 -0.1284 1.1958
```

Record 5
C27H36ClF10NO9P2S3 | ωB97M-V with the def2-TZVPD basis set

charge = 0
multiplicity = 1
SMILES string = CCSCP(CCCCC(F)(F)C(F)(F)S(F)(F)(F)(F)F)(CCCCS(=O)(=O)Cl)(CC(=O)F)P(=N)(O)O.O=C1C=CC(=O)C=C1.O=C1C=CC(=O)C=C1
lowest unoccupied orbital energy = -1.21 eV

```
89
C27H36ClF10NO9P2S3, DFT ωB97M-V with the def2-TZVPD basis set
C 5.0979 -1.2751 1.9437
C 4.0293 -1.6244 2.9899
S 2.6925 -0.3956 3.1131
C 1.2055 -1.2960 2.5811
P 0.4913 -0.7280 0.8619
C -1.1786 -1.3962 1.2911
C -1.2692 -2.9059 1.6261
C -1.9726 -3.7630 0.5402
C -3.3005 -4.4133 0.9889
C -4.4746 -4.3254 0.0030
F -4.8826 -5.5779 -0.3295
F -4.1516 -3.7176 -1.1614
C -5.7851 -3.6674 0.5725
F -6.0124 -4.2034 1.7725
F -6.8027 -3.9673 -0.2193
S -5.8075 -1.7669 0.7591
F -5.6667 -1.8578 2.3498
F -7.3851 -1.7880 0.8935
F -5.9047 -1.6265 -0.8211
F -4.1984 -1.6997 0.6677
F -5.8347 -0.1936 0.8783
C 1.7945 -1.6516 -0.0520
C 1.3985 -3.1007 -0.3605
C 2.4291 -3.7956 -1.2672
C 3.5683 -4.4485 -0.4713
S 3.0911 -6.0039 0.2891
O 4.2034 -6.9026 0.2872
O 1.7865 -6.3987 -0.1509
Cl 2.8562 -5.4126 2.2539
C 0.6704 1.0768 1.2578
C 1.8723 1.8262 0.7349
O 2.0087 2.9605 0.7603
F 2.8133 1.0454 0.1828
P -0.4349 0.0090 -1.2030
N -1.7764 0.8211 -1.0999
O 0.7413 0.7843 -2.0177
O -0.6335 -1.2415 -2.2506
H 4.8171 -1.5969 0.9334
H 5.2606 -0.1907 1.9045
H 6.0554 -1.7446 2.2027
H 4.4896 -1.6828 3.9831
H 3.5695 -2.6038 2.8046
H 1.4765 -2.3608 2.5322
H 0.4619 -1.1990 3.3833
H -1.4754 -0.8077 2.1742
H -1.8917 -1.1416 0.5026
H -1.8069 -3.0074 2.5804
H -0.2829 -3.3324 1.8128
H -2.1265 -3.1641 -0.3615
H -1.2879 -4.5696 0.2424
H -3.1508 -5.4893 1.1475
H -3.6204 -4.0064 1.9540
H 2.7134 -1.6255 0.5523
H 2.0152 -1.1259 -0.9904
H 1.3499 -3.6643 0.5831
H 0.4058 -3.1511 -0.8187
H 2.9029 -3.0617 -1.9364
H 1.9296 -4.5493 -1.8843
H 4.4487 -4.6941 -1.0780
H 3.8997 -3.8096 0.3582
H 0.6199 1.2375 2.3441
H -0.1910 1.5964 0.8106
H -2.1320 0.9020 -0.1547
H 0.6661 0.6614 -2.9776
H -1.5941 -1.3336 -2.3817
O -1.5519 6.8008 -0.3123
C -0.4477 7.0380 0.1321
C 0.0385 8.4334 0.2746
C 1.2429 8.6962 0.7728
C 2.1542 7.6051 1.2064
O 3.2492 7.8492 1.6659
C 1.6700 6.2102 1.0559
C 0.4666 5.9490 0.5543
H -0.6437 9.2097 -0.0480
H 1.6208 9.7042 0.8881
H 2.3466 5.4236 1.3643
H 0.1007 4.9371 0.4327
O -1.1757 2.4091 -5.1700
C -0.7672 3.3860 -4.5771
C -1.4419 3.8980 -3.3593
C -0.9655 4.9510 -2.6994
C 0.2541 5.6618 -3.1563
O 0.6991 6.6155 -2.5526
C 0.9215 5.1590 -4.3851
C 0.4485 4.1043 -5.0422
H -2.3142 3.3504 -3.0253
H -1.4310 5.3350 -1.8004
H 1.8071 5.6967 -4.6995
H 0.9185 3.7131 -5.9359
```

Record 6
C27H36CrGeN6OPSSe | ωB97M-V with the def2-TZVPD basis set

energy relative to the best compared isomer or geometry (same formula, charge and spin) = 4.0 kcal per mole
charge = +1
multiplicity = 5
lowest unoccupied orbital energy (alpha / beta) = -2.25 / -2.33 eV

```
75
C27H36CrGeN6OPSSe, DFT ωB97M-V with the def2-TZVPD basis set
Cr 0.7684 0.9552 0.4915
C 6.1753 -0.3580 1.0045
N 4.9019 -0.0898 0.3419
C 4.6054 -0.4285 -0.9503
C 3.2999 -0.0933 -1.1442
N 2.7935 0.4401 0.0141
C 3.7790 0.4227 0.8994
P 3.7101 1.1829 2.5569
C 2.9787 2.7772 2.0567
N 1.8568 2.9350 1.3816
C 1.7131 4.2771 1.1785
C 2.7672 4.9399 1.7409
N 3.5671 3.9819 2.2966
C 4.7975 4.2299 3.0426
C 2.1957 0.3696 3.1442
N 1.0851 0.2054 2.4404
C 0.1669 -0.3736 3.2748
C 0.7332 -0.5508 4.5006
N 2.0167 -0.0768 4.4102
C 2.9930 -0.1081 5.4943
H 6.9759 -0.2856 0.2740
H 6.1772 -1.3548 1.4406
H 6.3459 0.3732 1.7888
H 5.3331 -0.8709 -1.6092
H 2.7100 -0.1971 -2.0401
H 0.8602 4.6834 0.6604
H 3.0088 5.9883 1.7923
H 4.9294 5.3024 3.1459
H 5.6585 3.8197 2.5193
H 4.7381 3.7889 4.0344
H -0.8293 -0.5988 2.9326
H 0.3416 -0.9712 5.4116
H 2.4845 0.0844 6.4349
H 3.7458 0.6588 5.3401
H 3.4812 -1.0796 5.5445
C 1.8599 -0.3477 -4.8272
Ge 0.0381 -0.8388 -4.3103
C -1.2519 0.1184 -5.4122
C -0.1442 -2.7771 -4.3600
C -0.2995 -0.2894 -2.4369
Se 0.3591 1.4991 -1.9733
C -1.3251 2.4381 -2.1361
H 1.9462 -0.3709 -5.9147
H 2.5855 -1.0559 -4.4213
H 2.1093 0.6584 -4.4880
H -1.2202 -0.2345 -6.4436
H -1.0158 1.1844 -5.4108
H -2.2639 -0.0202 -5.0301
H -0.0400 -3.1469 -5.3810
H -1.1122 -3.0972 -3.9731
H 0.6409 -3.2263 -3.7495
H 0.1367 -0.9878 -1.7229
H -1.3682 -0.2580 -2.2236
H -1.7278 2.2368 -3.1248
H -1.1196 3.5001 -2.0316
H -1.9923 2.0930 -1.3508
C -8.4963 -4.7174 -0.8421
C -7.2907 -3.8643 -0.5380
O -6.2469 -3.9472 -1.1201
S -7.5936 -2.6950 0.7968
C -6.0438 -1.8365 0.8180
C -5.9420 -0.5649 0.2725
C -4.7189 0.0875 0.2543
C -3.5788 -0.5251 0.7700
C -3.6970 -1.8025 1.3299
C -4.9179 -2.4528 1.3568
C -2.2922 0.1163 0.7170
C -1.2023 0.6633 0.6707
H -8.1753 -5.7497 -0.9701
H -8.9261 -4.3781 -1.7853
H -9.2531 -4.6527 -0.0621
H -6.8217 -0.0876 -0.1394
H -4.6431 1.0793 -0.1726
H -2.8163 -2.2872 1.7338
H -5.0041 -3.4420 1.7864
```

Question: multiplicity of number 1 (C27H35N2O3)?
Answer: 1